Below is a 2-piece molecular cluster, C8H19N2Si overall at a distorted geometry, with properties calculated with ωB97M-V/def2-TZVPD.

- Relative energy (zero: lowest compared OMol25 entry of this formula, charge and spin): 5.8745 eV
- Energy: -714.7951 Eh
- LUMO energy (spin up / spin down): -0.1367 / -0.1367 Eh
- Charge: +1
- Kohn-Sham gap (spin up / spin down): 5.975 / 5.973 eV

Cartesian coordinates (Å):
C 2.322 -0.874 -0.988
C 2.178 0.403 -1.343
C 1.064 0.053 0.658
C 2.060 -2.251 1.027
C 2.577 2.014 0.501
C -1.114 0.194 -1.951
C -3.049 1.609 0.378
C -2.495 -1.592 0.695
N 1.860 -1.075 0.254
N 1.637 1.108 -0.250
Si -2.105 -0.049 -0.242
H 2.786 -1.640 -1.583
H 2.289 0.913 -2.250
H 0.836 0.229 1.793
H 2.717 -2.912 0.650
H 2.347 -1.968 2.015
H 1.178 -2.925 1.125
H 3.245 2.491 -0.228
H 2.115 2.758 1.119
H 3.104 1.204 1.030
H -0.317 0.886 -1.830
H -1.043 -0.656 -2.659
H -1.744 0.903 -2.605
H -2.292 2.052 1.017
H -3.055 2.258 -0.452
H -4.026 1.640 0.862
H -2.054 -2.517 0.292
H -2.286 -1.652 1.776
H -3.622 -1.794 0.622
H 0.874 1.642 -0.621